15
Properties=species:S:1:pos:R:3 method="wB97M-V/def2-TZVPD" max_force_ev_per_a=6.06 de_lowest_kj_mol=351.6 e_homo_ha=-0.2975 lumo_energy_ha=0.026
C -0.377 1.694 -0.140
C 0.345 0.592 0.049
C -2.200 0.309 0.186
C 1.612 -0.065 0.185
N -1.742 1.663 0.108
N -1.152 -0.481 0.250
N -1.202 -1.827 -0.157
S -3.750 -0.160 0.006
H -0.052 2.613 -0.385
H 1.978 0.015 1.144
H 2.208 0.154 -0.629
H 1.579 -1.096 -0.034
H -2.381 2.233 -0.369
H -1.353 -1.940 -1.161
H -2.040 -2.251 0.301